<P>
Entry from the OMol25 dataset: a cluster of 2 separate species, C5H8N2O4 in total (the ωB97M-V functional and the def2-TZVPD basis).

Each line ends with the natural charge from an NBO analysis.
Geometry (Å):
O 1.09 1.43 -1.01  -0.74
O -1.12 0.18 -1.28  -0.64
O 1.92 -1.95 0.98  -0.61
O 1.68 1.84 1.18  -0.69
N -0.30 0.73 0.76  -0.63
N 2.80 -0.99 -0.95  -0.85
C -1.27 0.20 -0.05  0.64
C -3.47 -0.85 0.00  -0.27
C -2.43 -0.32 0.65  -0.31
C 2.08 -1.10 0.15  0.56
C 0.95 1.10 0.30  0.68
H -4.33 -1.24 0.51  0.20
H 0.30 1.00 -1.46  0.52
H -3.45 -0.93 -1.08  0.22
H 2.32 2.36 0.67  0.50
H 2.69 -0.16 -1.52  0.42
H 3.36 -1.75 -1.32  0.38
H -2.43 -0.24 1.72  0.21
H -0.40 0.70 1.76  0.43

Calculated values
LUMO (spin up / spin down), eV: -0.04 / -0.07


<Q>
Entry from the OMol25 dataset: an isolated molecule of C5H8N2O4 (the ωB97M-V functional and the def2-TZVPD basis).

Each line ends with the natural charge from an NBO analysis.
Geometry (Å):
O 2.75 -1.94 -0.59  -0.56
O 2.43 2.36 0.01  -0.53
O 0.32 1.60 -0.14  -0.49
O 2.40 -0.81 1.30  -0.36
N 2.09 0.21 -0.67  -0.36
N 2.43 -0.67 0.10  0.59
C -2.49 0.63 0.69  -0.65
C -0.52 0.68 -0.85  -0.12
C -1.10 -1.43 0.47  -0.37
C 1.63 1.49 -0.15  0.88
C -1.29 -0.19 0.14  -0.03
H -1.08 1.36 -1.56  0.22
H 0.23 -0.04 -1.37  0.21
H -0.46 -2.22 0.06  0.22
H -1.72 -1.75 1.39  0.21
H 2.95 -1.76 -1.49  0.48
H -3.08 -0.01 1.39  0.21
H -2.19 1.47 1.25  0.22
H -3.30 1.02 0.04  0.23

Calculated values
LUMO, eV: 0.38
SMILES: C=C(C)COC(=O)/N=[N+](\[O-])O


Among the structures above, stability is smallest for <Q>.